1.
The following is a quantum chemistry calculation of one molecule with the formula C7H11NO2S, from the Open Molecules 2025 dataset.

```
! wB97M-V def2-TZVPD RIJCOSX def2/J DEFGRID3
* xyz 0 1
S -4.16 0.55 -0.07
O -0.60 -1.81 -0.97
O -5.61 0.49 0.07
N -2.95 -1.74 -0.69
C -1.90 -2.26 -1.11
C 1.26 0.76 0.81
C -3.60 -1.13 0.14
C 1.93 -0.86 -1.07
C -3.55 1.02 1.64
C -0.32 -0.94 -0.01
C 1.17 -0.64 0.18
H 2.02 -1.92 -1.19
H 2.23 0.88 1.21
H 1.20 1.47 0.00
H 1.43 -0.39 -1.90
H -4.20 1.87 2.10
H -3.80 0.19 2.22
H 0.46 1.15 1.55
H -2.49 1.21 1.47
H 1.48 -1.35 0.87
H 2.91 -0.33 -0.99
H -1.96 -3.17 -1.76
*
```

Computed properties:
* HOMO: -7.99 eV
* LUMO level: -0.011 Ha
* ΔE to the lowest compared entry with this formula, charge and spin: 6.8123 eV
* Kohn-Sham gap: 7.67 eV


2.
The following is a quantum chemistry calculation of C7H11NO2S as an isolated structure, from the Open Molecules 2025 dataset.

```
! wB97M-V def2-TZVPD RIJCOSX def2/J DEFGRID3
* xyz 0 1
S 0.85 1.52 1.13
O 1.20 2.70 0.36
O 0.46 1.68 2.49
N 1.81 1.14 -1.87
C 1.43 0.04 -1.09
C -3.21 -0.98 1.36
C 2.43 -0.20 -0.02
C -2.04 -0.47 1.52
C -0.18 0.48 0.08
C -0.83 -0.69 0.64
C 2.36 0.54 1.08
H -4.10 -0.90 2.07
H 1.09 -0.77 -1.71
H -1.19 -1.24 -0.18
H -0.11 -1.39 1.16
H 2.14 1.93 -1.18
H -0.71 1.20 -0.60
H -3.40 -1.80 0.55
H 3.15 0.49 1.84
H 1.08 1.35 -2.58
H -1.77 0.31 2.16
H 3.21 -0.90 -0.28
*
```

Computed properties:
* HOMO: -8.82 eV
* LUMO level: 0.019 Ha
* ΔE to the lowest compared entry with this formula, charge and spin: 3.1985 eV
* Kohn-Sham gap: 9.32 eV


3.
The following is a quantum chemistry calculation of one molecule with the formula C7H11NO2S, from the Open Molecules 2025 dataset.

```
! wB97M-V def2-TZVPD RIJCOSX def2/J DEFGRID3
* xyz 0 1
S -0.27 1.45 1.83
O 0.26 0.88 3.02
O -0.63 2.87 1.79
N -1.63 0.57 1.36
C 1.68 -2.16 -0.76
C 1.66 0.24 0.02
C 0.97 -0.85 -0.58
C -0.29 -0.81 -1.05
C -1.14 0.45 -1.17
C 1.24 1.28 0.67
C -2.18 0.71 0.02
H 1.11 -2.90 -1.37
H -1.42 -0.41 1.55
H -0.63 -1.77 -1.37
H -2.73 1.67 -0.08
H -2.86 -0.12 0.11
H 2.68 -0.02 -0.40
H 1.97 1.97 0.95
H -1.81 0.24 -2.05
H -0.37 1.22 -1.26
H 2.49 -1.88 -1.43
H 1.90 -2.66 0.19
*
```

Computed properties:
* HOMO: -9.31 eV
* LUMO level: 0.011 Ha
* SMILES string: CC1=C/CCNS(=O)(=O)/C=C\1
* ΔE to the lowest compared entry with this formula, charge and spin: 2.2841 eV
* Kohn-Sham gap: 9.60 eV


4.
The following is a quantum chemistry calculation of an isolated ion of composition C7H11O and charge -1, from the Open Molecules 2025 dataset.

```
! wB97M-V def2-TZVPD RIJCOSX def2/J DEFGRID3
* xyz -1 1
O 0.19 1.38 3.59
C 1.51 -0.87 -2.60
C 0.00 -0.02 -0.64
C -0.09 1.20 2.30
C -0.16 -0.29 1.89
C -0.76 -0.57 0.51
C 0.53 -0.94 -1.71
C -0.55 0.95 -1.43
H 0.84 -0.73 1.97
H 0.66 1.69 1.61
H -0.86 -1.66 0.39
H -1.79 -0.20 0.49
H 1.83 -1.75 -3.14
H 2.03 0.07 -2.78
H -1.08 1.64 1.98
H -1.62 1.17 -1.41
H 0.00 -1.89 -1.66
H -0.76 -0.77 2.66
H 0.08 1.59 -2.03
*
```

Computed properties:
* HOMO: -2.15 eV
* LUMO level: 0.121 Ha
* SMILES string: C=CC(=C)CCC[O-]
* ΔE to the lowest compared entry with this formula, charge and spin: 1.9639 eV
* Kohn-Sham gap: 5.46 eV


5.
The following is a quantum chemistry calculation of a 2-piece molecular cluster, C7H11O3P overall, from the Open Molecules 2025 dataset.

```
! wB97M-V def2-TZVPD RIJCOSX def2/J DEFGRID3
* xyz 0 1
P -0.42 0.37 0.36
O -4.29 -0.63 -0.38
O -0.83 0.02 -1.06
O 0.58 2.66 1.33
C 1.14 -0.33 1.00
C -3.88 -1.52 -1.41
C -3.89 -1.76 0.04
C 1.90 -1.00 0.12
C -0.36 2.13 0.47
C 3.25 -1.65 0.28
C 0.80 2.80 -0.01
H 3.69 -1.52 1.40
H 3.87 -1.19 -0.35
H -2.93 -1.33 -2.04
H -1.20 2.82 0.56
H -1.35 -0.09 1.20
H 1.53 2.17 -0.32
H -4.72 -1.82 -1.90
H 3.06 -2.81 0.08
H 1.77 -1.08 -0.97
H 0.88 3.86 -0.44
H 1.42 -0.10 2.03
*
```

Computed properties:
* HOMO: -9.49 eV
* LUMO level: 0.032 Ha
* ΔE to the lowest compared entry with this formula, charge and spin: 5.7045 eV
* Kohn-Sham gap: 10.35 eV


6.
The following is a quantum chemistry calculation of an isolated ion of composition C7H11O4 and charge +1, from the Open Molecules 2025 dataset.

```
! wB97M-V def2-TZVPD RIJCOSX def2/J DEFGRID3
* xyz 1 1
O -1.87 -0.87 -1.34
O -0.33 1.53 1.39
O 0.64 0.80 -0.51
O 0.06 -2.05 -1.57
C -0.09 -0.13 -0.18
C -0.58 0.18 1.38
C 0.72 1.79 0.63
C 0.49 3.16 -0.03
C -0.44 -3.05 -2.47
C 0.35 -0.62 2.38
C -0.73 -1.15 -1.14
H -0.40 3.26 -0.69
H 1.36 3.63 -0.67
H -1.13 -2.66 -3.32
H -0.81 -3.88 -1.84
H 1.78 1.81 1.03
H 0.78 0.25 2.93
H 0.46 3.99 0.77
H 1.18 -1.08 1.79
H -1.59 0.05 1.60
H 0.40 -3.62 -3.01
H -0.25 -1.34 2.88
*
```

Computed properties:
* HOMO: -15.32 eV
* LUMO level: -0.186 Ha
* ΔE to the lowest compared entry with this formula, charge and spin: 1.5732 eV
* Kohn-Sham gap: 10.26 eV


7.
The following is a quantum chemistry calculation of a 2-piece molecular cluster, C7H11O6P overall, from the Open Molecules 2025 dataset.

```
! wB97M-V def2-TZVPD RIJCOSX def2/J DEFGRID3
* xyz 0 1
P -0.44 0.88 -2.23
O 1.67 -0.64 -1.70
O 0.11 1.74 1.58
O 1.90 -0.60 0.54
O -1.94 -1.74 -0.37
O -0.69 -1.55 1.58
O -0.77 2.72 -0.26
C -1.18 3.85 0.49
C 2.73 -1.57 -1.81
C 0.23 0.71 -0.58
C -1.04 -2.71 2.41
C -0.11 1.73 0.39
C 1.34 -0.20 -0.45
C -1.19 -1.38 0.46
H 2.55 -2.14 -2.72
H -1.14 -2.33 3.43
H -0.82 4.74 -0.02
H -0.77 3.79 1.50
H -1.76 1.13 -1.88
H 2.74 -2.23 -0.94
H -0.67 -0.47 -2.49
H -0.22 -3.42 2.35
H -1.97 -3.16 2.06
H 3.69 -1.05 -1.87
H -2.28 3.87 0.53
*
```

Computed properties:
* HOMO (alpha / beta): -7.74 / -8.06 eV
* LUMO level (alpha / beta): -0.049 / -0.007 Ha
* ΔE to the lowest compared entry with this formula, charge and spin: 2.8301 eV
* Kohn-Sham gap (alpha / beta): 6.42 / 7.87 eV


8.
The following is a quantum chemistry calculation of one molecule with the formula C7H11OP, from the Open Molecules 2025 dataset.

```
! wB97M-V def2-TZVPD RIJCOSX def2/J DEFGRID3
* xyz 0 1
P -0.28 -0.07 1.12
O -1.22 -0.43 -0.19
C 0.79 2.55 0.46
C -0.46 2.62 1.27
C 2.39 0.85 -0.52
C 1.19 1.35 0.19
C -1.12 -1.81 -0.60
C 0.31 -2.28 -0.84
C -1.13 1.49 1.62
H 1.30 3.40 0.17
H -1.56 -2.11 -1.53
H 0.85 -2.13 0.14
H -1.51 -2.48 0.14
H 2.28 -0.15 -0.84
H 0.62 -1.58 -1.62
H -1.88 1.43 2.35
H 3.24 0.84 0.16
H 0.19 -3.38 -1.07
H -0.95 3.62 1.57
H 2.67 1.60 -1.34
*
```

Computed properties:
* HOMO: -8.39 eV
* LUMO level: 0.022 Ha
* SMILES string: CCOP1=CC=CC=1C
* ΔE to the lowest compared entry with this formula, charge and spin: 1.7417 eV
* Kohn-Sham gap: 8.98 eV


9.
The following is a quantum chemistry calculation of one molecule with the formula C7H11P, from the Open Molecules 2025 dataset.

```
! wB97M-V def2-TZVPD RIJCOSX def2/J DEFGRID3
* xyz 0 1
P -0.10 -0.37 -0.06
C 0.15 2.71 0.64
C -1.01 2.02 0.89
C -1.29 0.68 0.61
C -0.58 -1.20 -1.66
C 1.51 0.89 -0.31
C 0.36 -1.82 1.00
C 1.31 2.17 0.05
H -1.32 -0.58 -2.15
H 1.23 -2.34 0.58
H -1.83 2.57 1.35
H 2.14 2.85 -0.11
H 0.61 -1.44 1.99
H -0.97 -2.20 -1.49
H 0.30 -1.27 -2.29
H -0.47 -2.52 1.07
H 2.37 0.45 -0.77
H -2.27 0.27 0.83
H 0.17 3.76 0.89
*
```

Computed properties:
* HOMO: -6.61 eV
* LUMO level: 0.029 Ha
* SMILES string: CP1(C)=CC=CC=C1
* ΔE to the lowest compared entry with this formula, charge and spin: 0.0000 eV
* Kohn-Sham gap: 7.41 eV


10.
The following is a quantum chemistry calculation of a 2-piece molecular cluster, C7H11P overall, from the Open Molecules 2025 dataset.

```
! wB97M-V def2-TZVPD RIJCOSX def2/J DEFGRID3
* xyz 0 1
P -2.10 1.26 0.14
C -0.40 -1.71 -0.46
C 0.98 0.23 -0.12
C 2.57 2.24 0.03
C -1.00 -2.81 0.39
C 1.34 1.38 0.35
C -0.17 -0.53 0.36
C -3.59 1.68 -0.18
H 0.41 1.90 0.66
H 1.76 -0.38 -0.77
H -1.13 -1.26 -1.18
H -1.41 -3.57 -0.13
H -0.16 -3.20 0.84
H -4.61 1.70 -0.03
H 2.49 3.29 0.11
H -1.70 -2.28 1.06
H 0.49 -2.04 -1.14
H 3.17 1.99 0.99
H 3.05 2.12 -0.91
*
```

Computed properties:
* HOMO (alpha / beta): -7.94 / -7.94 eV
* LUMO level (alpha / beta): -0.026 / -0.026 Ha
* ΔE to the lowest compared entry with this formula, charge and spin: 5.8334 eV
* Kohn-Sham gap (alpha / beta): 7.23 / 7.22 eV